1.
ORCA calculation (wB97M-V/def2-TZVPD) on a structure of composition C22H22Br2F2MgO5PS.

Properties
- E_HOMO: -0.1749 Ha
- Lowest unoccupied orbital energy: -0.06777 hartree
- Kohn-Sham gap: 2.92 eV
- E_tot: -7514.90697 a.u.

```
! wB97M-V def2-TZVPD RIJCOSX def2/J DEFGRID3
* xyz -1 1
O 7.397 -0.869 1.202
C 7.792 -0.355 0.218
Br 9.528 -1.009 -0.517
C 7.145 0.722 -0.590
P 6.188 1.968 0.449
S 8.001 3.335 0.533
C 4.650 0.908 0.416
C 4.347 0.160 1.525
C 3.248 -0.647 1.508
C 2.470 -0.670 0.383
C 2.746 0.078 -0.719
C 3.864 0.870 -0.690
H 7.943 1.248 -1.095
H 6.516 0.256 -1.344
H 5.486 3.018 -0.179
H 6.160 1.987 1.859
H 8.836 2.567 1.253
H 4.994 0.220 2.389
H 3.045 -1.248 2.379
H 1.609 -1.321 0.357
H 2.138 0.032 -1.599
H 4.151 1.476 -1.538
C -2.665 2.918 -1.573
C -1.398 2.465 -1.303
C -1.215 1.284 -0.587
C -2.318 0.533 -0.124
C -3.612 0.964 -0.358
C -3.828 2.181 -1.093
C -4.773 0.246 0.127
O -5.880 0.713 -0.145
C -4.569 -0.987 0.924
C -5.656 -1.670 1.483
C -5.426 -2.828 2.208
C -4.135 -3.321 2.374
C -3.062 -2.645 1.840
C -3.269 -1.473 1.127
C -2.085 -0.747 0.605
O -0.952 -1.177 0.764
H -2.811 3.825 -2.142
H -0.520 3.007 -1.636
H -0.201 0.948 -0.394
H -4.836 2.508 -1.318
H -6.659 -1.293 1.345
H -6.254 -3.368 2.659
H -3.972 -4.233 2.936
H -2.057 -3.019 1.979
O -0.999 -0.209 -3.731
H -1.258 -0.049 -2.817
H -0.807 -1.152 -3.760
Mg -7.295 -4.809 1.999
Br -3.733 3.686 0.576
F -7.111 -0.759 -0.739
F 1.669 2.168 -0.677
O -5.669 -2.502 -2.198
H -4.903 -2.270 -2.730
H -5.994 -1.662 -1.818
*
```

Here are the natural (NBO) charges for atoms 1 to 8, given in e:
1. O -0.480
2. C 0.582
3. Br -0.111
4. C -0.829
5. P 0.958
6. S -0.522
7. C -0.409
8. C -0.240

=====

2.
ORCA calculation (wB97M-V/def2-TZVPD) on a structure of composition C22H22Cl2N3Tl.

Properties
- E_HOMO (alpha / beta): -0.0321 / 0.0097 Ha
- Lowest unoccupied orbital energy (alpha / beta): 0.15944 / 0.15941 hartree
- Kohn-Sham gap (alpha / beta): 5.21 / 4.07 eV
- E_tot: -2108.57487 a.u.

```
! wB97M-V def2-TZVPD RIJCOSX def2/J DEFGRID3
* xyz -2 1
Tl 2.645 1.938 -0.616
N -6.236 -4.219 -0.422
C -5.301 -3.545 -0.484
C -4.141 -2.712 -0.560
C -2.856 -3.236 -0.320
C -1.739 -2.442 -0.412
C -1.820 -1.055 -0.723
C -3.129 -0.548 -0.950
C -4.244 -1.347 -0.883
C -0.647 -0.216 -0.806
C -0.740 1.116 -0.239
C -1.760 1.588 0.626
C -1.451 2.917 0.938
C -0.253 3.188 0.267
N 0.181 2.122 -0.428
C 0.526 -0.776 -1.437
C 0.553 -1.940 -2.253
C 1.867 -2.093 -2.699
C 2.576 -1.015 -2.147
N 1.787 -0.227 -1.410
H -2.758 -4.280 -0.049
H -0.764 -2.859 -0.202
H -3.235 0.491 -1.224
H -5.222 -0.934 -1.099
H -2.592 1.016 1.007
H -2.003 3.584 1.586
H 0.315 4.111 0.250
H -0.293 -2.558 -2.516
H 2.260 -2.874 -3.337
H 3.624 -0.770 -2.270
Cl 0.287 1.389 -3.809
C 0.666 3.084 -3.931
Cl 0.820 3.669 -5.626
H 1.610 3.247 -3.429
H -0.128 3.647 -3.461
C 3.148 -0.088 3.799
C 2.220 0.310 2.640
C 1.314 1.455 3.101
C 1.327 -0.903 2.302
C 3.014 0.707 1.413
H 2.572 -0.373 4.693
H 3.809 0.744 4.065
H 3.774 -0.938 3.508
H 0.688 1.154 3.953
H 0.655 1.766 2.285
H 1.917 2.321 3.398
H 0.786 -1.251 3.195
H 1.931 -1.727 1.911
H 0.594 -0.631 1.538
H 3.845 -0.008 1.270
*
```

Here are the Löwdin charges for atoms 1 to 8, given in e:
1. Tl 0.483
2. N 0.083
3. C -0.242
4. C -0.276
5. C -0.059
6. C -0.044
7. C -0.171
8. C -0.045

=====

3.
ORCA calculation (wB97M-V/def2-TZVPD) on a structure of composition C22H22ClN3O4.

Properties
- E_HOMO: -0.2714 Ha
- Lowest unoccupied orbital energy: -0.04041 hartree
- Kohn-Sham gap: 6.29 eV
- Energy above the lowest of the compared OMol25 structures with the same formula, charge and spin: 1939.0 kJ/mol
- E_tot: -1776.29401 a.u.

```
! wB97M-V def2-TZVPD RIJCOSX def2/J DEFGRID3
* xyz 0 1
O 1.182 2.719 3.789
C 0.815 2.381 2.638
C 1.094 1.014 2.008
C 1.768 0.067 2.909
O 2.394 0.453 4.197
H 2.026 1.259 4.440
C 1.736 -1.416 2.724
C 2.286 -1.806 1.191
C 2.281 -3.172 0.867
C 1.868 -4.031 1.838
C 1.566 -3.908 3.037
C 1.709 -2.514 3.452
H 1.490 -1.934 4.586
H 1.313 -4.534 3.809
Cl 1.963 -5.732 1.367
H 2.323 -3.480 -0.027
H 2.378 -0.929 0.599
C 0.346 0.812 0.954
N -0.298 2.081 0.603
C -0.198 2.882 1.784
O -0.486 4.039 1.867
C -1.289 2.186 -0.307
H -1.961 3.003 -0.068
H -1.843 1.337 -0.585
C -0.189 2.858 -1.772
N -0.423 2.189 -2.857
C -1.698 2.045 -3.233
C -1.532 1.245 -4.911
O -0.882 0.070 -4.610
C 0.389 0.377 -4.117
C 0.383 0.845 -2.829
H 1.484 1.138 -2.350
H -0.156 0.140 -2.121
H 1.004 -0.558 -4.031
H 1.049 1.061 -4.699
H -2.569 0.967 -5.370
H -0.857 2.098 -5.464
H -2.501 2.804 -3.363
H -2.332 1.161 -2.779
H 0.574 2.916 -1.289
H -0.997 3.991 -1.789
C -0.718 -0.564 0.953
N -0.391 -1.252 -0.072
C -1.165 -2.222 -0.081
C -2.018 -2.683 0.749
C -2.293 -1.541 1.756
C -1.514 -0.447 1.905
H -1.607 0.327 2.706
H -2.913 -1.913 2.469
H -2.728 -3.615 0.719
H -0.987 -2.924 -1.147
H 1.130 0.711 -0.043
*
```

Here are the natural (NBO) charges for atoms 1 to 8, given in e:
1. O -0.556
2. C 0.463
3. C -0.215
4. C 0.419
5. O -0.666
6. H 0.504
7. C -0.153
8. C -0.087

=====

4.
ORCA calculation (wB97M-V/def2-TZVPD) on a structure of composition C22H22CrIN2O5.

Properties
- Expectation value of S²: 4.058
- E_HOMO (alpha / beta): -0.2753 / -0.3076 Ha
- Lowest unoccupied orbital energy (alpha / beta): -0.02025 / -0.00196 hartree
- Kohn-Sham gap (alpha / beta): 6.94 / 8.32 eV
- Energy above the lowest of the compared OMol25 structures with the same formula, charge and spin: 0.0 kJ/mol
- E_tot: -2679.52678 a.u.

```
! wB97M-V def2-TZVPD RIJCOSX def2/J DEFGRID3
* xyz 0 4
Cr -0.860 -0.105 -0.336
C -0.143 0.303 -2.635
C -1.573 0.087 -2.496
C -2.090 1.168 -1.791
C -0.981 2.041 -1.459
C 0.190 1.530 -2.042
C 1.511 2.239 -2.052
C -1.100 3.347 -0.752
C -3.525 1.489 -1.523
C -2.337 -1.019 -3.156
C 0.755 -0.593 -3.419
H 2.261 1.688 -2.620
H 1.897 2.394 -1.044
H 1.406 3.223 -2.517
H -1.932 3.336 -0.047
H -1.272 4.150 -1.476
H -0.187 3.584 -0.201
H -3.818 2.380 -2.084
H -3.692 1.692 -0.463
H -4.181 0.672 -1.825
H -3.261 -1.246 -2.624
H -1.744 -1.934 -3.199
H -2.602 -0.743 -4.181
H 0.748 -1.600 -3.001
H 1.784 -0.232 -3.423
H 0.413 -0.654 -4.456
O -0.017 -2.963 4.982
C -0.206 -2.384 3.784
C 0.314 -2.912 2.602
C 0.063 -2.236 1.435
N -0.632 -1.111 1.417
C -1.139 -0.607 2.534
C -0.957 -1.210 3.751
C -1.900 0.676 2.247
O -2.419 1.314 3.132
O -1.883 0.951 0.971
C 0.490 -2.633 0.035
O 1.206 -3.588 -0.160
O -0.010 -1.820 -0.854
H 0.491 -3.776 4.879
H 0.897 -3.826 2.572
H -1.383 -0.779 4.647
I 4.935 -2.005 -0.025
C 3.576 -0.724 0.890
C 3.679 -0.413 2.235
C 2.736 0.442 2.786
C 1.726 0.932 1.976
N 1.615 0.623 0.683
C 2.533 -0.185 0.150
H 4.471 -0.831 2.843
H 2.779 0.714 3.833
H 0.965 1.596 2.376
H 2.404 -0.442 -0.898
*
```

Here are the natural (NBO) charges for atoms 1 to 8, given in e:
1. Cr 1.264
2. C 0.020
3. C -0.126
4. C -0.087
5. C 0.012
6. C -0.039
7. C -0.651
8. C -0.649